82
Properties=species:S:1:pos:R:3:forces:R:3:lowdin_charge:R:1 method="wB97M-V/def2-TZVPD" orbital_gap_ev="3.6827 / 5.9893" charge=+1 e_tot_ev=-95735.6825 multiplicity=5 s_squared=6.02
C -1.65425 -1.04620 -0.95771 -0.38 -1.18 0.26 -0.178
C -0.68993 -1.98016 -0.41642 -0.74 0.30 0.17 -0.225
C -0.82617 -1.90482 1.02122 -0.44 -1.07 -0.14 -0.161
H -0.10303 -2.70173 -0.97702 0.20 0.43 0.25 0.105
C -2.04401 -1.21371 1.30950 0.22 0.04 -0.28 -0.119
C -2.53133 -0.67240 0.11183 -0.06 -0.66 -0.33 -0.142
H -3.46414 -0.12824 -0.02406 0.44 0.12 0.13 0.110
H -1.74807 -0.76950 -2.00293 -0.20 -0.21 0.21 0.107
H -0.19367 -2.43108 1.73514 -0.37 0.00 -0.28 0.099
H -2.54940 -1.20921 2.27900 0.40 0.32 -0.30 0.106
Co -0.01147 -0.09804 0.07880 -1.45 1.34 0.72 0.716
C 5.70717 -1.76540 -0.80603 0.22 -0.01 -0.21 -0.053
H 5.43085 -1.43648 0.20058 0.01 -0.07 -0.24 0.018
H 5.91033 -2.84492 -0.79713 -0.04 0.34 -0.01 0.027
H 4.88613 -1.55232 -1.50336 0.31 -0.15 0.29 -0.024
Si 2.12310 -0.79804 -0.73679 1.88 -1.46 -0.84 0.746
C 2.06452 -0.82482 -2.62636 0.01 0.29 -0.08 -0.310
C 1.03049 -1.40002 -3.38847 0.43 0.02 -0.53 -0.104
H 0.08502 -1.69840 -2.92625 0.45 -0.03 -0.14 0.074
C 1.20169 -1.60244 -4.76748 -0.01 0.11 0.20 -0.088
H 0.40638 -2.08210 -5.34253 0.24 0.15 0.15 0.101
C 2.38196 -1.20413 -5.40795 0.01 0.06 0.39 -0.091
H 2.52773 -1.40454 -6.47562 -0.08 0.13 0.47 0.103
C 3.36877 -0.54011 -4.66656 -0.18 0.01 0.08 -0.082
H 4.27915 -0.19722 -5.16031 -0.25 -0.06 0.12 0.102
C 3.20086 -0.32501 -3.29036 -0.23 -0.32 -0.51 -0.115
H 3.95874 0.22072 -2.72004 -0.18 -0.30 -0.23 0.095
C 2.43963 -2.61400 -0.17894 0.38 0.10 -0.22 -0.329
C 2.62059 -3.64467 -1.12078 -0.41 -0.35 0.42 -0.105
H 2.81469 -3.40688 -2.17277 -0.31 -0.08 0.36 0.104
C 2.53618 -4.98817 -0.72096 0.13 0.21 -0.03 -0.087
H 2.61350 -5.77547 -1.47206 0.04 0.17 0.20 0.101
C 2.33716 -5.31980 0.62177 -0.08 0.27 -0.08 -0.097
H 2.20965 -6.36609 0.92200 0.10 0.47 -0.10 0.102
C 2.31653 -4.29504 1.57520 0.23 0.13 -0.01 -0.098
H 2.20733 -4.54497 2.63112 0.12 0.05 -0.22 0.099
C 2.42893 -2.95233 1.18615 -0.32 -0.47 -0.29 -0.131
H 2.49205 -2.15895 1.94214 -0.30 -0.31 -0.22 0.107
H 3.40411 -0.16733 -0.40381 0.03 0.32 0.00 0.001
H 6.60330 -1.21805 -1.13822 -0.28 -0.24 0.15 0.024
F -5.24020 2.57340 3.05506 0.51 0.34 0.02 0.038
C -4.08825 3.26633 2.76778 -0.60 -0.26 0.25 -0.165
C -3.05549 2.55293 2.21473 0.15 0.65 -0.13 0.103
C -1.92634 3.25600 1.76843 -0.44 0.47 0.27 -0.045
C -0.93323 2.59932 0.94912 0.56 -1.08 -1.33 -0.250
O -1.22356 1.59529 0.22514 0.07 1.38 1.57 -0.025
C 0.36046 3.20865 0.88356 -0.33 1.06 -0.20 -0.011
C 0.42316 4.57094 1.12720 -0.23 -1.00 1.10 0.088
N -0.57815 5.26117 1.76991 -0.33 -1.77 -0.47 0.007
C -0.42312 6.63448 2.06071 0.28 0.84 -0.21 -0.280
C 0.87477 7.33404 1.85888 0.51 0.12 0.14 -0.084
C -0.23215 7.53409 0.88249 -0.47 1.08 -0.19 -0.070
C -1.80074 4.63798 2.05343 0.46 -0.30 0.03 -0.090
C -2.87193 5.33398 2.64458 -0.69 -0.24 0.36 0.065
C -4.05703 4.66125 3.01889 0.93 -0.20 -0.58 -0.122
N -5.12841 5.37234 3.60873 0.16 0.59 0.16 -0.087
C -5.53553 6.63328 2.99965 0.06 -0.29 -0.30 -0.128
C -6.07488 7.61532 4.03349 0.82 -0.03 -0.07 -0.087
N -7.11951 6.91070 4.81691 -1.08 0.34 -0.11 0.038
C -6.72472 5.63169 5.44674 0.73 -0.50 0.16 -0.086
C -6.20329 4.72645 4.33582 0.18 -0.27 -0.13 -0.137
C 1.52738 2.43877 0.32465 1.08 -0.38 -0.70 -0.503
O 2.46162 3.04922 -0.19109 -1.12 -0.81 0.75 0.079
O 1.45059 1.10699 0.47068 0.33 2.79 0.60 -0.242
H -3.07214 1.46790 2.12470 -0.28 0.27 -0.27 0.134
H 1.32008 5.15303 0.92022 -0.22 -0.57 -0.05 0.135
H -0.97053 6.98727 2.92684 -0.01 -0.18 -0.25 0.140
H 1.06501 8.13291 2.56642 0.19 -0.16 -0.10 0.115
H 1.74111 6.79303 1.49608 -0.02 0.26 0.31 0.102
H -0.07484 7.05420 -0.08613 -0.37 0.17 0.30 0.124
H -0.75833 8.49065 0.89949 0.25 -0.28 -0.32 0.108
H -2.79988 6.41165 2.81701 -0.02 -0.58 0.00 0.104
H -6.34001 6.45091 2.25379 0.24 0.08 0.09 0.147
H -4.68125 7.06999 2.47204 -0.40 0.02 0.11 0.127
H -5.31484 7.95067 4.74548 -0.03 -0.11 -0.17 0.147
H -6.54214 8.48411 3.56127 0.09 -0.15 0.07 0.145
H -7.49217 7.53892 5.53091 -0.25 -0.01 -0.18 0.190
H -7.85990 6.66413 4.14694 -0.19 0.33 0.30 0.186
H -7.61055 5.20427 5.92002 0.07 0.06 -0.05 0.146
H -5.98062 5.86254 6.21520 0.00 -0.15 -0.21 0.149
H -7.04806 4.50147 3.65481 0.11 -0.15 0.18 0.143
H -5.84374 3.78855 4.76131 -0.23 0.20 0.00 0.141